No. 1
# C39H69NO14

11 unconnected molecules or ions with the total composition C39H69NO14 (ωB97M-V/def2-TZVPD, OMol25).

Summary:
largest force on an atom	10.2	eV/Å
HOMO-LUMO gap	6.64	eV
LUMO	-2.43	eV
energy above the lowest of the compared OMol25 structures with the same formula, charge and spin	105.4	kJ/mol
charge	0

CARTESIAN COORDINATES (ANGSTROEM)
C  0.623  -0.122  -0.807
C  -0.585  -0.520  0.150
O  -1.725  -0.918  -0.210
N  -0.264  -0.257  1.655
H  0.003  0.693  1.622
H  -0.900  -0.454  2.261
C  0.652  -1.320  2.078
H  1.551  -0.078  -0.300
H  0.418  0.800  -1.409
H  0.577  -0.972  -1.573
H  1.190  -0.956  3.006
H  1.713  -1.247  1.377
H  0.114  -2.234  2.545
O  0.692  2.066  1.814
H  1.225  2.346  2.584
C  4.842  -3.188  0.250
C  5.232  -1.938  1.065
C  6.251  -1.076  0.309
O  4.043  -1.193  1.259
H  5.723  -3.807  0.153
H  4.389  -2.712  -0.631
H  4.152  -3.644  0.797
H  5.711  -2.039  1.999
H  5.756  -0.558  -0.638
H  6.972  -1.653  -0.037
H  6.859  -0.249  0.816
H  4.422  -0.268  1.737
C  -3.105  2.180  1.458
C  -2.521  3.477  2.145
C  -3.391  4.488  2.864
O  -1.616  2.988  3.034
H  -3.827  1.757  2.117
H  -2.368  1.493  1.307
H  -3.547  2.498  0.577
H  -1.898  4.166  1.428
H  -4.188  5.172  2.223
H  -2.977  5.039  3.710
H  -4.074  3.964  3.662
H  -0.884  2.709  2.519
C  -6.443  0.335  -0.157
C  -6.286  -1.012  0.470
C  -5.101  -1.828  -0.130
O  -6.285  -0.904  1.861
H  -5.435  0.903  -0.026
H  -7.101  1.012  0.443
H  -6.670  0.510  -1.317
H  -7.300  -1.349  0.129
H  -5.092  -1.823  -1.246
H  -5.172  -2.843  0.315
H  -4.170  -1.547  0.070
H  -7.131  -0.904  2.307
C  -2.719  -2.375  3.354
C  -3.286  -1.002  3.768
C  -3.843  -0.996  5.128
O  -2.231  -0.044  3.813
H  -1.719  -2.624  3.879
H  -2.599  -2.496  2.374
H  -3.407  -3.253  3.499
H  -4.044  -0.855  3.175
H  -3.485  -0.023  5.684
H  -3.523  -1.854  5.919
H  -4.882  -0.860  5.149
H  -2.396  0.839  3.887
C  4.892  1.073  3.650
C  3.776  2.043  3.216
C  4.508  3.410  3.059
O  3.343  1.716  1.972
H  5.319  1.433  4.607
H  5.633  0.891  2.837
H  4.427  -0.054  3.710
H  3.168  2.216  3.930
H  3.897  4.146  2.769
H  5.273  3.508  2.437
H  4.836  3.494  4.255
H  2.464  1.862  1.798
C  -1.232  3.227  -2.195
C  -1.139  4.670  -2.568
C  -2.202  5.225  -3.675
O  -1.057  5.396  -1.377
H  -1.537  2.574  -3.018
H  -1.951  3.030  -1.412
H  -0.339  2.947  -1.647
H  -0.175  4.626  -3.075
H  -2.070  4.842  -4.665
H  -2.025  6.267  -3.720
H  -3.036  4.768  -3.153
H  -0.363  5.141  -0.806
C  3.789  1.743  -1.330
C  3.785  3.190  -1.265
C  4.187  3.946  -2.465
O  4.291  5.190  -2.501
C  4.453  3.244  -3.746
C  4.119  1.763  -3.850
C  4.173  0.981  -2.615
O  4.179  -0.254  -2.655
H  3.557  1.086  -0.493
H  3.405  3.788  -0.538
H  4.591  3.796  -4.716
H  4.302  1.154  -4.792
C  1.796  -1.830  -4.241
C  1.971  -3.362  -4.053
C  1.432  -4.312  -5.234
O  1.301  -5.505  -5.035
C  1.021  -3.663  -6.508
C  0.918  -2.208  -6.554
C  1.391  -1.247  -5.521
O  1.421  -0.066  -5.758
H  2.209  -1.105  -3.371
H  2.467  -3.862  -3.109
H  0.752  -4.325  -7.344
H  0.622  -2.025  -7.580
C  -1.568  -5.523  -2.447
C  -0.871  -4.516  -1.349
C  -1.401  -4.603  0.027
O  -0.894  -4.005  1.016
C  -2.694  -5.281  0.254
C  -3.338  -6.113  -0.823
C  -2.807  -6.301  -2.132
O  -3.270  -6.838  -3.001
H  -1.070  -5.506  -3.388
H  -0.066  -3.931  -1.586
H  -3.241  -5.129  1.263
H  -4.292  -6.250  -0.805

Atom charges from the Löwdin analysis, given in e for atoms 1 to 99: C 0.043; C -0.242; O 0.077; N 0.077; H 0.017; H 0.022; C -0.022; H 0.031; H 0.091; H 0.095; H 0.106; H 0.155; H 0.107; O -0.348; H -0.020; C -0.010; C -0.494; C -0.056; O -0.142; H 0.089; H 0.090; H 0.023; H 0.114; H 0.108; H 0.006; H 0.101; H 0.125; C -0.006; C -0.504; C -0.084; O -0.067; H 0.072; H 0.022; H 0.044; H 0.156; H 0.131; H 0.058; H 0.089; H -0.004; C -0.105; C -0.519; C -0.019; O -0.036; H 0.082; H 0.080; H 0.124; H 0.137; H 0.103; H 0.083; H -0.014; H 0.097; C -0.031; C -0.456; C -0.063; O -0.029; H 0.118; H -0.016; H 0.104; H 0.059; H 0.118; H 0.134; H 0.042; H 0.022; C -0.052; C -0.495; C -0.015; O -0.038; H 0.081; H 0.074; H 0.124; H 0.071; H 0.028; H 0.025; H 0.148; H -0.028; C -0.080; C -0.485; C 0.002; O -0.023; H 0.092; H 0.064; H 0.061; H 0.116; H 0.060; H 0.056; H 0.073; H 0.067; C 0.087; C 0.068; C -0.404; O 0.075; C 0.083; C 0.055; C -0.407; O 0.028; H 0.078; H 0.076; H 0.123; H 0.127



No. 2
# C39H70BBr28F13O5S2

15 unconnected molecules or ions with the total composition C39H70BBr28F13O5S2 (ωB97M-V/def2-TZVPD, OMol25).

Summary:
largest force on an atom	3.3	eV/Å
HOMO-LUMO gap	9.06	eV
LUMO	-0.14	eV
energy above the lowest of the compared OMol25 structures with the same formula, charge and spin	0.0	kJ/mol
charge	0

CARTESIAN COORDINATES (ANGSTROEM)
C  1.612  1.163  2.726
O  1.022  2.386  2.302
B  0.453  2.377  1.047
O  1.272  2.239  -0.043
C  -1.131  2.522  0.977
C  -1.729  1.075  1.107
C  -2.518  0.596  -0.102
C  -1.693  0.093  -1.296
C  -0.525  -0.835  -0.941
C  -0.091  -1.662  -2.166
F  1.259  -1.798  -2.172
F  -0.377  -0.892  -3.261
C  -0.880  -3.002  -2.369
F  -1.928  -2.983  -1.486
F  -1.481  -2.966  -3.592
C  -0.191  -4.421  -2.257
F  -1.064  -5.263  -1.633
F  -0.080  -4.911  -3.529
C  1.213  -4.695  -1.625
F  1.376  -6.049  -1.819
F  2.262  -4.154  -2.312
S  1.445  -4.464  0.237
F  2.222  -3.105  0.017
F  2.842  -5.239  0.099
F  0.750  -5.873  0.504
F  0.047  -3.730  0.387
F  1.683  -4.334  1.792
C  -3.473  1.683  -0.555
O  -2.812  2.752  -1.250
S  -1.701  3.524  -0.402
O  -0.620  3.856  -1.309
O  -2.325  4.703  0.173
H  1.194  0.277  2.236
H  2.688  1.130  2.558
H  1.444  1.061  3.795
H  0.746  2.010  -0.817
H  -1.438  3.071  1.874
H  -0.938  0.383  1.396
H  -2.424  1.095  1.948
H  -3.174  -0.220  0.212
H  -1.276  0.973  -1.787
H  -2.385  -0.359  -2.005
H  -0.703  -1.443  -0.058
H  0.347  -0.220  -0.715
H  -4.031  2.093  0.289
H  -4.162  1.255  -1.269
Br  1.377  -3.572  5.513
C  0.656  -5.292  6.062
C  1.543  -6.404  5.576
Br  1.310  -6.705  3.671
H  -0.356  -5.354  5.675
H  0.626  -5.269  7.149
H  1.284  -7.346  6.056
H  2.596  -6.199  5.735
Br  1.802  5.780  -0.201
C  0.642  7.000  0.774
C  1.039  7.076  2.224
Br  0.459  5.505  3.206
H  -0.378  6.654  0.629
H  0.771  7.967  0.293
H  0.552  7.916  2.714
H  2.113  7.154  2.361
Br  4.964  1.073  1.404
C  4.704  2.059  -0.254
C  5.663  1.591  -1.309
Br  7.468  2.286  -1.086
H  4.785  3.116  -0.023
H  3.685  1.835  -0.554
H  5.355  1.949  -2.286
H  5.747  0.509  -1.331
Br  -6.085  0.054  -0.008
C  -7.290  -0.461  -1.444
C  -6.647  -1.530  -2.285
Br  -5.271  -0.737  -3.410
H  -7.517  0.438  -2.007
H  -8.196  -0.823  -0.965
H  -7.369  -1.982  -2.962
H  -6.171  -2.307  -1.695
Br  1.868  9.153  5.519
C  3.569  8.558  6.255
C  4.249  7.566  5.351
Br  3.424  5.809  5.463
H  3.360  8.152  7.239
H  4.170  9.459  6.353
H  5.283  7.419  5.658
H  4.223  7.861  4.307
Br  -4.709  -1.882  4.803
C  -5.943  -2.475  3.422
C  -5.358  -3.588  2.593
Br  -4.029  -2.924  1.336
H  -6.196  -1.599  2.833
H  -6.828  -2.823  3.951
H  -6.130  -4.051  1.981
H  -4.867  -4.349  3.190
Br  5.628  0.684  -4.760
C  4.018  -0.407  -4.600
C  2.776  0.411  -4.811
Br  2.357  1.533  -3.272
H  4.060  -0.878  -3.622
H  4.103  -1.169  -5.372
H  1.909  -0.234  -4.942
H  2.875  1.068  -5.668
Br  4.810  -9.383  1.001
C  4.506  -8.045  -0.379
C  5.370  -8.283  -1.587
Br  7.212  -7.739  -1.274
H  4.678  -7.078  0.079
H  3.454  -8.138  -0.641
H  5.029  -7.674  -2.422
H  5.397  -9.325  -1.886
Br  -2.802  -0.577  -6.772
C  -3.902  -2.176  -6.635
C  -4.415  -2.607  -7.983
Br  -5.879  -1.477  -8.589
H  -4.698  -1.957  -5.933
H  -3.250  -2.940  -6.215
H  -4.830  -3.611  -7.931
H  -3.651  -2.571  -8.754
Br  -5.425  1.866  5.497
C  -5.837  3.145  4.090
C  -4.960  2.915  2.892
Br  -3.151  3.564  3.185
H  -5.723  4.136  4.517
H  -6.881  2.979  3.834
H  -5.328  3.468  2.028
H  -4.878  1.861  2.639
Br  3.636  2.302  6.503
C  2.937  0.576  7.062
C  3.809  -0.558  6.593
Br  3.571  -0.902  4.695
H  1.923  0.513  6.679
H  2.912  0.611  8.149
H  3.527  -1.483  7.093
H  4.867  -0.372  6.745
Br  -2.151  0.931  -10.237
C  -1.249  2.565  -9.695
C  -0.016  2.293  -8.875
Br  -0.426  1.800  -7.030
H  -1.980  3.168  -9.166
H  -0.975  3.057  -10.625
H  0.584  3.197  -8.790
H  0.592  1.493  -9.282
Br  -1.746  -0.658  6.766
C  -2.264  -1.224  8.553
C  -3.681  -0.826  8.868
Br  -3.823  1.071  9.269
H  -1.542  -0.797  9.240
H  -2.166  -2.308  8.552
H  -4.030  -1.337  9.762
H  -4.364  -1.025  8.047
Br  3.271  1.018  -8.113
C  4.872  1.913  -8.765
C  5.145  3.175  -7.992
Br  3.945  4.611  -8.525
H  4.726  2.089  -9.825
H  5.679  1.198  -8.623
H  6.146  3.540  -8.206
H  5.027  3.045  -6.921

Atom charges from the Löwdin analysis, given in e for atoms 1 to 99: C -0.113; O -0.005; B -0.754; O 0.130; C -0.222; C -0.104; C -0.300; C -0.108; C -0.051; C -0.395; F 0.098; F 0.084; C -0.276; F 0.087; F 0.124; C -0.307; F 0.135; F 0.136; C -0.366; F 0.084; F 0.113; S 0.769; F -0.115; F -0.138; F -0.152; F -0.119; F -0.170; C -0.245; O -0.201; S 0.657; O -0.305; O -0.312; H 0.089; H -0.032; H 0.062; H 0.042; H -0.031; H 0.107; H 0.099; H 0.083; H 0.121; H 0.105; H 0.117; H 0.121; H 0.091; H 0.040; Br 0.613; C -0.689; C -0.691; Br 0.680; H 0.050; H 0.056; H 0.057; H 0.050; Br 0.696; C -0.660; C -0.686; Br 0.675; H 0.045; H 0.058; H 0.040; H 0.039; Br 0.685; C -0.665; C -0.755; Br 0.600; H 0.063; H 0.007; H -0.028; H 0.044; Br 0.751; C -0.649; C -0.663; Br 0.714; H 0.055; H 0.061; H 0.064; H 0.046; Br 0.617; C -0.692; C -0.688; Br 0.598; H 0.049; H 0.056; H 0.057; H 0.047; Br 0.592; C -0.687; C -0.678; Br 0.634; H 0.022; H 0.060; H 0.057; H 0.050; Br 0.670; C -0.655; C -0.715; Br 0.726; H 0.052



No. 3
# C39H70N2O8

6 unconnected molecules or ions with the total composition C39H70N2O8 (ωB97M-V/def2-TZVPD, OMol25).

Summary:
largest force on an atom	0.8	eV/Å
HOMO-LUMO gap	9.58	eV
LUMO	0.51	eV
charge	0
SMILES	CCCOC[C@H]1NC(=O)[C@@H](CCc2ccccc2)[C@H]1C[C@H](O)CN.C1CCOC1.C1CCOC1.C1CCOC1.C1CCOC1.C1CCOC1

CARTESIAN COORDINATES (ANGSTROEM)
C  0.104  2.386  2.763
C  1.559  1.949  2.915
C  1.885  0.652  2.201
O  1.904  0.861  0.798
C  1.392  -0.210  0.041
C  -0.113  -0.430  0.205
N  -0.787  -0.480  -1.132
C  -1.862  -1.428  -1.029
O  -2.447  -1.914  -1.952
C  -2.064  -1.718  0.435
C  -2.997  -2.865  0.814
C  -4.017  -2.409  1.860
C  -3.382  -2.011  3.175
C  -2.389  -2.794  3.785
C  -1.797  -2.401  4.987
C  -2.185  -1.209  5.606
C  -3.175  -0.419  5.015
C  -3.763  -0.818  3.809
C  -0.604  -1.709  0.932
C  0.110  -3.009  0.533
C  1.382  -3.462  1.262
O  1.655  -4.812  0.881
C  1.336  -3.329  2.781
N  2.675  -3.531  3.332
H  -0.047  3.360  3.232
H  -0.145  2.503  1.707
H  -0.581  1.678  3.233
H  2.194  2.713  2.456
H  1.827  1.863  3.968
H  2.868  0.290  2.526
H  1.163  -0.130  2.463
H  1.575  0.034  -1.006
H  1.932  -1.135  0.251
H  -0.515  0.414  0.776
H  -1.206  0.432  -1.285
H  -2.505  -0.790  0.826
H  -3.537  -3.182  -0.081
H  -2.436  -3.715  1.192
H  -4.549  -1.539  1.470
H  -4.768  -3.186  2.024
H  -2.079  -3.717  3.309
H  -1.032  -3.021  5.437
H  -1.717  -0.906  6.532
H  -3.482  0.505  5.489
H  -4.516  -0.183  3.357
H  -0.637  -1.526  2.006
H  0.348  -2.951  -0.533
H  -0.596  -3.836  0.635
H  2.266  -2.929  0.917
H  0.962  -5.371  1.248
H  0.700  -4.128  3.177
H  0.904  -2.368  3.071
H  3.273  -2.736  3.149
H  2.646  -3.720  4.322
C  6.133  -1.235  -0.152
C  6.083  -2.765  -0.206
C  5.341  -3.104  1.083
O  4.449  -2.007  1.319
C  4.775  -0.919  0.454
H  6.279  -0.766  -1.123
H  6.934  -0.905  0.513
H  5.502  -3.090  -1.071
H  7.064  -3.235  -0.258
H  6.030  -3.187  1.929
H  4.755  -4.022  1.025
H  4.008  -0.839  -0.321
H  4.769  0.003  1.037
C  -5.350  1.579  9.448
C  -5.612  3.082  9.353
C  -4.499  3.528  8.412
O  -4.256  2.428  7.532
C  -4.912  1.259  8.025
H  -6.217  0.999  9.760
H  -4.536  1.382  10.149
H  -6.588  3.266  8.900
H  -5.579  3.594  10.313
H  -3.580  3.753  8.964
H  -4.766  4.401  7.816
H  -5.776  1.042  7.387
H  -4.222  0.416  7.967
C  1.324  2.035  -3.368
C  0.334  2.607  -2.357
C  0.389  4.096  -2.680
O  0.663  4.194  -4.074
C  1.056  2.913  -4.584
H  1.175  0.975  -3.575
H  2.346  2.175  -3.009
H  -0.668  2.218  -2.555
H  0.595  2.391  -1.319
H  1.194  4.587  -2.122
H  -0.546  4.616  -2.466
H  0.246  2.506  -5.190
H  1.936  3.040  -5.218
C  2.622  3.546  -8.342
C  3.147  2.117  -8.220
C  4.568  2.269  -8.750
O  4.982  3.592  -8.409
C  3.857  4.357  -7.972
H  1.773  3.756  -7.693
H  2.325  3.752  -9.372
H  3.163  1.809  -7.172
H  2.565  1.387  -8.779
H  4.598  2.155  -9.839
H  5.268  1.558  -8.310
H  3.924  4.500  -6.888
H  3.889  5.336  -8.451
C  -3.240  -1.428  -6.560
C  -3.078  -1.166  -5.063
C  -1.673  -0.593  -5.004
O  -1.470  0.095  -6.245
C  -2.511  -0.236  -7.164
H  -4.277  -1.495  -6.884
H  -2.736  -2.357  -6.835
H  -3.808  -0.424  -4.730
H  -3.187  -2.051  -4.442
H  -0.925  -1.387  -4.909
H  -1.528  0.108  -4.182
H  -3.180  0.625  -7.271
H  -2.066  -0.450  -8.137

Atom charges from the Löwdin analysis, given in e for atoms 1 to 99: C -0.099; C -0.217; C -0.225; O -0.136; C -0.160; C -0.229; N 0.120; C -0.409; O 0.127; C -0.195; C -0.133; C -0.146; C -0.226; C -0.051; C -0.084; C -0.088; C -0.076; C -0.035; C -0.200; C -0.069; C -0.372; O -0.029; C -0.220; N 0.031; H 0.071; H 0.062; H 0.069; H 0.115; H 0.111; H 0.118; H 0.110; H 0.121; H 0.096; H 0.137; H 0.117; H 0.160; H 0.120; H 0.093; H 0.114; H 0.122; H 0.106; H 0.099; H 0.098; H 0.090; H 0.109; H 0.123; H 0.142; H 0.110; H 0.111; H 0.086; H 0.119; H 0.090; H 0.049; H 0.063; C -0.157; C -0.159; C -0.191; O -0.184; C -0.204; H 0.113; H 0.114; H 0.115; H 0.111; H 0.120; H 0.117; H 0.108; H 0.118; C -0.168; C -0.170; C -0.205; O -0.151; C -0.218; H 0.111; H 0.114; H 0.113; H 0.110; H 0.117; H 0.116; H 0.119; H 0.109; C -0.164; C -0.177; C -0.203; O -0.135; C -0.192; H 0.107; H 0.117; H 0.101; H 0.100; H 0.119; H 0.117; H 0.115; H 0.103; C -0.171; C -0.170; C -0.208; O -0.142; C -0.204; H 0.104